Entry 1:
Here is 2 unconnected molecules or ions with the total composition C6H14N2 at a distorted geometry from the OMol25 dataset. Energies are from the ωB97M-V functional and the def2-TZVPD basis.

Each line ends with the Mulliken charge.
Positions of all 22 atoms, in Å:
C1 -0.98450 -0.81133 -0.96484  1.05
C2 -1.21234 -1.46275 0.44460  -1.01
C3 -1.90779 -1.58503 -1.85194  -1.69
C4 0.49725 1.56288 1.33635  -1.22
C5 2.74776 1.18187 0.36673  -1.15
C6 1.57626 0.60447 1.08407  -0.02
N1 -0.95384 0.68013 -0.81719  -0.32
N2 0.14910 -0.03928 -1.18387  -0.55
H1 -2.29454 -1.47491 0.80724  0.29
H2 -0.54264 -1.02164 1.29259  0.14
H3 -1.06733 -2.57235 0.14949  0.32
H4 -1.46562 -2.50431 -1.93660  0.50
H5 -1.88346 -1.23419 -2.79711  0.52
H6 -2.97929 -1.60319 -1.51119  0.31
H7 0.72375 2.51552 1.17541  0.52
H8 -0.47305 1.37750 0.85704  0.38
H9 0.01809 1.39361 2.41477  0.26
H10 2.45583 1.45399 -0.76220  0.24
H11 3.58760 0.47512 0.48586  0.30
H12 3.09801 2.05563 0.78109  0.39
H13 1.38225 -0.30771 1.54052  0.55
H14 -1.49235 1.15247 -1.51399  0.19

Computed properties:
HOMO-LUMO gap (spin up / spin down)	0.262 / 0.347	Eh


Entry 2:
Here is 2 unconnected molecules or ions with the total composition C4H7P at a distorted geometry from the OMol25 dataset. Energies are from the ωB97M-V functional and the def2-TZVPD basis.

Each line ends with the Mulliken charge.
Positions of all 12 atoms, in Å:
C1 -0.04821 -0.16526 -1.25675  -0.99
C2 -0.70049 0.57194 -0.40591  0.00
C3 2.38689 0.00705 0.83839  -0.12
C4 -1.49427 -0.17376 0.63362  -0.91
P1 3.41450 -0.00150 -0.35461  -0.26
H1 -0.29817 -1.06634 -1.61321  0.36
H2 -0.50663 1.64902 -0.17906  0.30
H3 0.54470 0.30193 -1.97740  0.40
H4 -1.05515 0.17447 1.64147  0.19
H5 -2.46410 0.03971 0.67584  0.41
H6 -1.35789 -1.33857 0.49859  0.22
H7 1.57882 0.00130 1.49905  0.40

Computed properties:
SMILES string	C=CC.C#P
HOMO-LUMO gap	0.360	Eh


Entry 3:
Here is a gas-phase ion, C2H7N2O (charge +1) at a distorted geometry from the OMol25 dataset. Energies are from the ωB97M-V functional and the def2-TZVPD basis.

Each line ends with the Mulliken charge.
Positions of all 12 atoms, in Å:
C1 0.33132 0.38696 -1.46722  -0.55
C2 -0.04811 0.37607 -0.05387  0.68
N1 0.60299 0.92605 1.03146  -0.52
N2 -0.79576 -0.90650 0.41522  -0.36
O1 -0.81607 1.04896 -0.96405  -0.40
H1 1.13370 1.03602 -1.79835  0.27
H2 0.14141 -0.47335 -2.09778  0.24
H3 0.10634 1.67955 1.49015  0.27
H4 1.56958 1.17752 0.88406  0.28
H5 -1.22865 -0.70585 1.32784  0.36
H6 -0.14526 -1.69264 0.53628  0.37
H7 -1.53561 -1.15277 -0.25791  0.36

Computed properties:
total charge	+1
SMILES string	N[C@]1([NH3+])CO1
HOMO-LUMO gap	0.435	Eh


Energy above the lowest of the compared OMol25 structures with the same formula, charge and spin list, top to bottom, in kcal per mole: 162.8 67.8 41.8